# C43H47F6NO2

A cluster of 7 separate species, C43H47F6NO2 in total (ωB97M-V with the def2-TZVPD basis set, the Open Molecules 2025 dataset).

Cartesian coordinates (Å):
F  1.996  5.807  -1.900
F  5.714  -0.804  -7.597
F  -0.756  4.028  -5.218
F  -4.390  -3.681  4.530
F  1.606  -0.984  -1.216
F  0.567  -1.475  8.612
O  -3.664  -6.542  -0.303
O  -1.832  -4.912  1.346
N  -3.518  -1.531  1.014
C  0.697  -2.794  8.878
C  0.817  5.445  -6.239
C  3.904  -1.722  -6.412
C  1.332  0.263  -1.668
C  1.992  9.394  -2.278
C  -2.520  -4.451  0.203
C  0.820  7.784  -5.664
C  -2.637  -5.530  2.330
C  5.543  -0.336  -5.300
C  -0.816  6.315  -4.682
C  -2.169  -1.084  0.607
C  1.704  8.135  -1.772
C  3.699  -1.260  -4.056
C  2.849  9.537  -3.360
C  0.546  0.398  -2.796
C  -4.892  -6.606  -0.987
C  2.290  7.038  -2.369
C  -0.274  -4.953  9.073
C  1.560  2.616  -1.460
C  -4.102  -2.237  6.361
C  -0.260  5.273  -5.395
C  1.355  6.717  -6.372
C  -1.671  -3.363  -0.443
C  -2.762  -5.566  -0.792
C  0.277  1.678  -3.261
C  5.050  -0.955  -6.430
C  0.776  2.780  -2.588
C  1.852  1.345  -0.987
C  -1.531  -1.686  5.452
C  3.422  8.414  -3.941
C  -3.604  -2.829  5.219
C  3.227  -1.871  -5.210
C  4.855  -0.494  -4.106
C  1.945  -3.283  9.203
C  -0.420  -3.600  8.805
C  -0.264  7.580  -4.822
C  -3.286  -1.356  7.058
C  3.143  7.149  -3.447
C  -1.206  -2.259  0.503
C  2.074  -4.638  9.470
C  0.968  -5.474  9.407
C  -2.003  -1.080  6.608
C  -2.333  -2.571  4.745
H  -1.376  -3.174  8.534
H  -4.177  -0.781  0.849
H  -5.586  -7.158  -0.361
H  1.227  4.595  -6.768
H  5.223  -0.012  -3.210
H  1.076  -6.530  9.613
H  2.469  1.188  -0.112
H  3.554  -2.188  -7.323
H  -0.530  -1.477  5.101
H  2.202  6.871  -7.027
H  -1.368  -0.405  7.164
H  1.251  8.771  -5.764
H  -0.803  -3.841  -0.900
H  0.566  3.778  -2.948
H  -1.027  -2.655  1.499
H  1.035  7.998  -0.934
H  3.169  -1.383  -3.123
H  -2.077  -5.488  3.259
H  -3.143  -5.132  -1.719
H  -1.137  -5.603  9.016
H  1.545  10.267  -1.821
H  -1.655  6.130  -4.024
H  6.446  0.255  -5.362
H  -2.248  -2.911  -1.250
H  3.044  -5.041  9.729
H  -2.248  -0.577  -0.351
H  2.327  -2.469  -5.175
H  -2.840  -6.574  2.100
H  -0.255  -1.868  0.146
H  -3.656  -0.889  7.961
H  -3.478  -4.017  0.494
H  3.071  10.521  -3.750
H  0.174  -0.482  -3.304
H  -5.106  -2.465  6.692
H  -1.986  -3.056  3.842
H  -1.807  -6.049  -1.006
H  2.792  -2.613  9.244
H  -0.680  8.408  -4.265
H  1.962  3.489  -0.964
H  -3.521  -1.666  2.018
H  -1.755  -0.375  1.328
H  -3.589  -5.015  2.438
H  4.088  8.521  -4.787
H  -5.300  -5.611  -1.166
H  -0.325  1.820  -4.147
H  3.571  6.258  -3.887
H  -4.789  -7.134  -1.936

* charge: 0
* HOMO: -8.79 eV
* gap between HOMO and LUMO: 9.46 eV
* SMILES: COC[C@H](CCCN)OC.Fc1ccccc1.Fc1ccccc1.Fc1ccccc1.Fc1ccccc1.Fc1ccccc1.Fc1ccccc1

And the Löwdin charges, in e, turn out to be: 0.051, 0.051, 0.045, 0.053, 0.033, 0.046, -0.186, -0.147, 0.016, -0.282, -0.011, -0.019, -0.301, -0.082, -0.365, -0.109, -0.093, -0.019, -0.012, -0.274, -0.017, -0.090, -0.102, -0.019, -0.109, -0.282, -0.079, -0.076, -0.016, -0.289, -0.085, -0.138, -0.175, -0.071, -0.290, -0.087, -0.012, -0.071, -0.100, -0.285, -0.079, -0.076, -0.019, -0.012, -0.079, -0.088, -0.022, -0.188, -0.085, -0.097, -0.109, -0.015, 0.105, 0.063, 0.086, 0.119, 0.105, 0.100, 0.117, 0.116, 0.110, 0.108, 0.098, 0.101, 0.119, 0.085, 0.098, 0.119, 0.085, 0.083, 0.125, 0.105, 0.105, 0.120, 0.116, 0.121, 0.104, 0.104, 0.105, 0.082, 0.090, 0.107, 0.134, 0.103, 0.118, 0.117, 0.101, 0.136, 0.117, 0.108, 0.094, 0.056, 0.101, 0.082, 0.110, 0.087, 0.096, 0.124, 0.085



# C43H47GeIN3O4SSeY

A structure of composition C43H47GeIN3O4SSeY at a distorted geometry (ωB97M-V with the def2-TZVPD basis set, the Open Molecules 2025 dataset).

Cartesian coordinates (Å):
I  -2.307  2.377  2.959
Y  -0.354  0.516  -0.108
Se  2.057  1.145  2.336
Ge  0.551  0.284  5.292
S  2.857  1.154  -1.137
O  -0.140  2.540  -0.416
O  -4.824  -2.750  -1.051
O  1.765  0.122  -0.889
O  -0.309  -1.109  1.359
N  -1.207  -8.099  -5.367
N  -2.678  0.426  0.483
N  -1.427  -4.470  1.709
C  2.118  0.032  3.969
C  -1.232  4.750  -0.593
C  2.334  1.899  -2.782
C  0.018  2.120  5.318
C  0.683  -3.476  2.412
C  -3.608  1.485  0.347
C  -3.176  -0.721  0.664
C  -1.108  -7.046  -4.891
C  -1.200  -0.795  -1.960
C  -4.503  1.528  -0.733
C  2.741  3.180  -3.155
C  1.096  1.627  -4.791
C  0.047  3.837  -0.742
C  -0.907  -0.954  4.745
C  -0.995  -3.100  -3.150
C  -5.353  3.684  0.100
C  -1.490  -5.472  -2.932
C  1.356  -0.104  7.035
C  -0.450  -4.627  -4.905
C  1.111  4.547  0.141
C  -2.637  -4.402  1.167
C  4.881  -0.541  -0.699
C  -0.346  -3.336  -4.373
C  -1.135  -1.834  -2.580
C  -0.649  -3.381  1.768
C  1.449  2.928  -5.168
C  2.953  2.724  3.073
C  -4.518  3.589  1.189
C  6.001  -0.385  -3.299
C  4.880  0.397  -2.957
C  -1.417  -4.171  -2.448
C  -3.577  2.548  1.235
C  -2.488  -2.013  0.977
C  -5.324  2.671  -0.825
C  -1.015  -5.716  -4.211
C  -1.153  -2.117  1.405
C  2.244  3.674  -4.320
C  6.552  -1.234  -2.349
C  -4.672  -3.253  0.300
C  6.019  -1.203  -1.050
C  -3.235  -3.237  0.774
C  1.541  1.075  -3.611
C  4.304  0.319  -1.695
H  6.531  -1.848  -0.313
H  3.138  0.115  4.345
H  0.431  4.022  -1.811
H  6.442  -0.354  -4.278
H  3.429  3.790  -2.483
H  1.037  3.443  -5.974
H  -3.130  -5.334  0.868
H  1.191  0.142  -3.295
H  2.077  0.645  7.313
H  -0.422  -1.895  4.503
H  0.374  1.077  -5.341
H  0.012  -4.868  -5.825
H  -4.429  0.706  -1.453
H  4.410  -0.590  0.271
H  1.057  5.651  -0.002
H  2.397  2.965  3.980
H  -4.282  -0.775  0.643
H  2.542  4.701  -4.565
H  0.785  -4.267  3.118
H  -1.800  -4.018  -1.450
H  -1.155  5.720  -1.111
H  3.030  3.522  2.392
H  4.374  1.045  -3.767
H  0.866  -2.571  2.958
H  7.495  -1.741  -2.686
H  3.933  2.411  3.350
H  -2.059  4.222  -1.086
H  -4.027  -3.055  -1.533
H  -1.857  -6.265  -2.305
H  -5.294  -2.612  0.985
H  -1.052  2.145  5.529
H  0.007  -2.449  -4.845
H  0.164  2.573  4.335
H  -1.489  4.929  0.518
H  -1.671  -1.290  5.457
H  -5.060  -4.238  0.404
H  2.127  4.306  -0.201
H  0.545  0.031  7.759
H  1.927  -1.095  7.147
H  1.484  -3.541  1.700
H  -1.380  -0.597  3.861
H  0.986  4.349  1.185
H  2.040  -1.030  3.707
H  -5.965  4.465  -0.021
H  -4.452  4.319  2.024
H  0.558  2.726  6.113
H  -5.991  2.783  -1.687

* charge: 0
* HOMO: -8.13 eV
* gap between HOMO and LUMO: 8.02 eV

Atom charges from the Löwdin analysis, given in e for atoms 1 to 99: 1.055, 1.313, 0.842, 0.784, 1.011, -0.384, -0.067, -0.629, -0.243, 0.132, -0.049, 0.127, -0.545, -0.067, -0.337, -0.323, -0.019, -0.355, -0.062, -0.158, -0.070, 0.012, -0.115, -0.045, -0.566, -0.189, -0.288, -0.090, -0.011, -0.242, -0.024, -0.072, -0.145, -0.067, 0.009, -0.166, -0.239, -0.050, -0.357, -0.135, -0.075, -0.059, -0.042, -0.574, -0.046, -0.068, -0.214, -0.318, -0.103, -0.070, -0.196, -0.091, -0.170, -0.058, -0.368, 0.117, 0.009, 0.133, 0.101, 0.143, 0.088, 0.118, 0.074, 0.001, 0.002, 0.102, 0.099, 0.127, 0.099, 0.084, 0.012, 0.138, 0.118, 0.079, 0.097, 0.070, -0.003, 0.135, 0.026, 0.125, 0.009, 0.062, 0.083, 0.117, 0.135, -0.031, 0.104, -0.066, 0.093, 0.034, 0.097, 0.053, 0.013, 0.052, 0.087, -0.039, 0.055, -0.012, 0.068



> The lowest HOMO belongs to which entry?

C43H47F6NO2